Molecular formula: C17H42ClIIrOP3
Method: DFT, the ωB97M-V functional and the def2-TZVPD basis

```
66
Properties=species:S:1:pos:R:3
C 1.077 -1.544 -1.988
C 0.583 -1.881 -0.549
H 0.406 -1.895 -2.803
H 1.908 -2.271 -1.993
H 1.555 -0.546 -2.262
O 1.298 -2.478 0.249
I -1.380 -1.783 0.643
Ir 1.346 1.756 -1.993
P -0.813 0.994 -2.089
C -1.862 -0.432 -2.176
C -1.540 2.113 -0.856
H -2.512 2.432 -1.250
H -2.196 2.221 -3.750
H -0.850 2.969 -0.776
H -0.438 2.673 -3.758
H -1.866 -0.972 -1.207
H -1.658 1.595 0.105
C -1.167 1.854 -3.685
H -2.895 -0.140 -2.325
H -0.995 1.111 -4.470
H -1.552 -1.127 -2.944
P 2.302 1.410 0.046
C 2.614 0.347 1.455
C 3.990 2.080 -0.226
H 1.406 3.602 -0.013
H 2.174 3.273 1.586
H 0.556 2.578 1.213
C 1.519 2.885 0.806
H 4.018 2.788 -1.062
H 4.344 2.552 0.701
H 3.080 0.914 2.264
H 3.297 -0.454 1.185
H 4.602 1.199 -0.456
H 1.681 -0.086 1.812
Cl 2.283 3.553 -2.917
C -0.996 -4.929 0.198
C -2.146 -5.068 1.273
C -1.960 -6.401 1.935
P -2.160 -3.586 2.383
C -3.841 -3.453 3.007
C -4.470 -4.802 3.337
C -4.066 -2.374 4.111
C -1.106 -3.849 3.859
C -1.516 -4.940 4.830
C 0.351 -4.119 3.432
H -0.008 -4.819 0.696
H -1.155 -4.064 -0.473
H -0.957 -5.842 -0.420
H -3.115 -5.012 0.739
H -0.966 -6.449 2.396
H -2.727 -6.654 2.659
H -1.993 -7.164 1.150
H -4.365 -3.040 2.125
H -4.012 -5.351 4.188
H -5.520 -4.595 3.602
H -4.461 -5.451 2.453
H -3.755 -1.386 3.745
H -5.150 -2.343 4.298
H -3.548 -2.602 5.057
H -1.098 -2.870 4.396
H -1.576 -5.912 4.330
H -0.692 -5.000 5.553
H -2.436 -4.744 5.382
H 0.768 -3.333 2.786
H 0.910 -4.159 4.377
H 0.463 -5.103 2.947
```

Output
2S+1: 5
<S²>: 6.03
Molecular weight, g mol⁻¹: 710.02
Maximum force, eV Å⁻¹: 3.77
Kohn-Sham gap (spin up / spin down), Ha: 0.24832 / 0.25548
Charge: +2

Molecular formula: C20H29N3O3S
Method: DFT, the ωB97M-V functional and the def2-TZVPD basis

```
56
Properties=species:S:1:pos:R:3
O -0.500 -0.878 -0.808
C -1.553 -0.828 -0.185
C -1.970 -2.015 0.669
C -1.533 -1.775 2.131
C -0.304 -0.945 2.145
N -0.255 0.343 2.228
N 1.043 0.696 2.102
C 1.721 -0.393 1.951
C 3.183 -0.514 1.767
C 3.534 -1.220 0.450
C 2.824 -0.644 -0.780
C 3.119 0.842 -0.990
C 2.392 1.361 -2.228
C 2.789 0.569 -3.469
C 2.499 -0.913 -3.258
C 3.238 -1.427 -2.027
O 0.920 -1.483 1.980
N -2.315 0.282 -0.204
C -1.746 1.462 -0.839
C -2.063 1.536 -2.336
O -1.706 0.372 -3.033
C -3.639 0.424 0.365
C -3.634 0.871 1.795
C -4.235 0.260 2.855
C -4.029 0.943 4.074
C -3.276 2.060 3.920
S -2.808 2.308 2.290
H -1.431 -2.876 0.268
H -3.038 -2.217 0.623
H -2.303 -1.228 2.674
H -1.343 -2.728 2.625
H 3.599 0.492 1.798
H 3.599 -1.087 2.600
H 4.616 -1.161 0.309
H 3.265 -2.276 0.537
H 1.744 -0.763 -0.654
H 2.791 1.415 -0.121
H 4.197 0.986 -1.109
H 2.615 2.421 -2.371
H 1.316 1.261 -2.073
H 2.238 0.937 -4.337
H 3.855 0.707 -3.664
H 2.800 -1.483 -4.139
H 1.426 -1.057 -3.114
H 4.316 -1.324 -2.179
H 3.020 -2.488 -1.885
H -2.123 2.352 -0.333
H -0.662 1.419 -0.697
H -1.537 2.409 -2.753
H -3.138 1.676 -2.499
H -0.962 -0.044 -2.570
H -4.172 1.159 -0.250
H -4.184 -0.520 0.291
H -4.815 -0.643 2.771
H -4.423 0.611 5.018
H -2.961 2.760 4.668
```

Output
2S+1: 1
Molecular weight, g mol⁻¹: 391.54
Maximum force, eV Å⁻¹: 1.35
Kohn-Sham gap, Ha: 0.35218
Charge: 0

Computed values of ΔE to the lowest compared entry with this formula, charge and spin (unit: eV) for the preceding records, in sequence: 3.047, 0.917.